Entry 1:
C33H54FN4O11Rb | ωB97M-V with the def2-TZVPD basis set

The geometry in XYZ format:
```
104
Properties=species:S:1:pos:R:3:mulliken_charge:R:1
Rb 10.9273 18.0111 14.1549 1.143
F 9.7695 16.5294 12.0134 -1.398
C 7.0270 17.1416 13.6916 0.271
O 6.3738 18.1186 14.5396 -0.488
C 7.1743 18.9647 15.2420 0.423
O 8.3633 19.0147 15.1666 -0.226
O 6.3365 19.7286 15.9542 -0.391
C 6.8762 20.6864 16.8606 -0.638
H 7.1735 17.6246 12.7146 0.128
H 6.2960 16.3175 13.6419 0.060
H 7.9764 16.7798 14.0598 -0.002
H 6.5946 20.3991 17.8671 0.280
H 6.4438 21.6400 16.4904 0.299
H 7.9569 20.8068 16.7975 0.236
C 11.0773 22.6997 10.3627 -0.704
O 11.2848 21.8256 11.5394 -0.295
C 10.2403 21.0352 11.7157 0.561
O 10.0806 20.3922 12.7674 -0.353
O 9.4260 20.9629 10.6810 -0.364
C 8.2699 20.0767 10.7681 -0.193
H 11.8291 23.4697 10.4976 0.293
H 10.0555 23.0454 10.3643 0.331
H 11.2488 22.0976 9.4936 0.232
H 7.6235 20.4772 11.5126 0.400
H 8.5484 19.0673 10.9381 -0.213
H 7.8583 20.1645 9.7749 0.273
C 10.8244 19.1997 17.5959 -0.313
O 9.6672 18.6307 18.2155 -0.371
C 9.3091 17.4914 17.5748 0.764
O 9.8831 16.9188 16.6770 -0.406
O 8.1519 17.1628 18.1241 -0.398
C 7.3128 16.2176 17.3810 -0.234
H 11.1547 20.0626 18.1887 0.255
H 10.4816 19.4197 16.5766 -0.082
H 11.5616 18.4136 17.5848 0.353
H 7.1458 16.6237 16.3896 -0.088
H 6.4306 15.9908 17.9360 0.323
H 7.9226 15.2938 17.2527 0.264
C 11.6364 9.3638 15.0344 -0.440
C 10.3330 9.5552 14.2662 -0.851
C 10.6867 10.6896 13.2265 -0.001
O 12.0657 10.6214 13.0626 -0.461
C 12.5795 10.4107 14.4287 -0.362
H 11.9663 8.3723 14.8203 0.215
H 11.5479 9.4658 16.1446 0.339
H 9.4828 9.8933 14.8450 0.292
H 9.9191 8.7253 13.7640 0.332
H 10.3264 11.6258 13.6752 -0.224
H 10.2922 10.5882 12.2434 0.669
H 12.5159 11.4181 14.9183 0.121
H 13.6195 10.0946 14.3486 0.391
C 13.4623 14.7610 12.3891 -0.868
C 12.6677 14.1489 13.5035 1.023
C 13.0216 15.0053 14.6874 -0.404
O 13.4232 16.3096 14.1692 -0.522
C 13.3897 16.2822 12.6960 0.560
H 13.0974 14.5780 11.3906 0.328
H 14.5198 14.5249 12.3674 0.408
H 12.9335 13.1043 13.6034 0.168
H 11.6106 14.2087 13.2763 -0.704
H 13.8732 14.5432 15.2253 0.327
H 12.2213 15.1635 15.4130 0.120
H 14.2364 16.8743 12.3536 0.338
H 12.4910 16.7373 12.2723 -0.704
N 7.2597 16.6244 10.3934 0.829
C 6.0442 15.9812 10.4854 -0.414
C 5.2699 16.2351 9.3357 -0.636
C 6.0645 17.1183 8.5144 -1.041
C 7.3024 17.3086 9.1847 -0.401
H 8.0780 16.3422 10.9210 -0.168
H 5.7460 15.3963 11.3574 0.307
H 4.2118 15.9351 9.2253 0.370
H 5.7676 17.4415 7.5242 0.388
H 8.2286 17.7459 8.8683 0.629
N 8.6665 14.2374 13.2032 2.443
C 7.6625 13.5212 12.6413 -0.473
C 7.0906 12.6978 13.6188 -1.284
C 7.8523 12.8977 14.7794 -1.102
C 8.7518 13.9370 14.5261 -0.676
H 9.0920 15.0536 12.7213 -0.640
H 7.6082 13.5479 11.5610 0.480
H 6.2677 12.0436 13.4316 0.527
H 7.7444 12.3730 15.7061 0.592
H 9.4338 14.4708 15.1443 0.617
N 11.3692 17.4781 9.6925 0.848
C 12.0120 16.6107 8.8470 -0.081
C 12.8360 17.2948 7.9328 -1.039
C 12.6308 18.7081 8.2711 -0.368
C 11.7950 18.7469 9.3623 -0.321
H 10.7117 17.1742 10.4319 0.002
H 11.6610 15.5959 8.8320 0.184
H 13.3389 16.9809 7.0305 0.421
H 13.0377 19.5935 7.7686 0.361
H 11.4300 19.5289 10.0220 0.057
N 10.7935 12.1465 9.3495 -0.002
C 10.9032 13.0907 10.2887 -0.891
C 9.9928 14.0711 9.9646 0.374
C 9.3560 13.7286 8.7702 -1.088
C 9.8802 12.5525 8.3844 -0.816
H 11.3760 11.3603 9.2143 0.234
H 11.4936 12.9524 11.1526 0.746
H 9.7193 15.0013 10.4400 0.235
H 8.6064 14.2720 8.2901 0.571
H 9.6273 11.8844 7.5770 0.407
```

Results
E = -2460.446183 hartree
LUMO energy = 0.09 eV
Net charge = 0
2S+1 = 1

=====

Entry 2:
C33H54N5P2SeV | ωB97M-V with the def2-TZVPD basis set

The geometry in XYZ format:
```
96
Properties=species:S:1:pos:R:3:lowdin_spin:R:1
V -1.7613 -0.1514 -0.8261 2.814
C -2.7833 -0.0920 -3.7104 0.004
C -1.3356 -0.6024 -3.6308 0.006
N -1.1493 -1.4452 -2.4486 0.006
C -1.9212 -2.7046 -2.4851 0.004
C -2.3432 -3.0815 -1.0749 0.007
N -2.9331 -1.9223 -0.3485 0.016
C -4.3321 -1.5934 -0.6836 0.011
C -4.4800 -0.9203 -2.0500 0.006
N -3.3942 0.0577 -2.3543 0.010
H -2.7990 0.8712 -4.2195 0.000
H -3.3981 -0.7652 -4.3076 0.000
H -1.0816 -1.1246 -4.5582 0.000
H -0.6393 0.2384 -3.5468 0.001
H -0.1481 -1.7643 -2.3759 0.005
H -2.7799 -2.5947 -3.1439 0.000
H -1.3031 -3.5046 -2.9000 0.000
H -3.0445 -3.9209 -1.0927 0.000
H -1.4511 -3.3871 -0.5257 0.001
H -2.9012 -2.1441 0.6415 0.006
H -4.9674 -2.4849 -0.6662 0.001
H -4.6911 -0.9244 0.0988 0.002
H -4.4999 -1.6722 -2.8339 0.000
H -5.4517 -0.4248 -2.0827 0.000
H -3.7952 0.9854 -2.2955 0.004
C 1.8226 0.1623 -0.6497 0.004
P 0.4336 0.0156 0.5093 0.022
C 0.4241 1.7251 1.2155 0.003
N 1.5702 2.1853 1.6598 0.000
C 1.6201 3.4539 2.1218 0.000
C 2.8390 3.9726 2.6213 0.000
C 2.8853 5.2589 3.0674 0.000
C 1.7317 6.0853 3.0333 0.000
C 0.5469 5.6132 2.5557 0.000
C 0.4676 4.2773 2.0926 0.000
N -0.7042 3.7945 1.6253 0.000
C -0.7402 2.5475 1.2169 0.005
P -2.3549 1.9486 0.5665 0.028
C -2.8629 3.3895 -0.4346 0.001
C -3.5550 1.9279 1.9906 0.005
C -4.9586 1.8451 1.3746 0.001
C -3.4626 3.1652 2.8818 0.000
C -3.2722 0.6757 2.8214 0.005
C 1.0088 -1.0903 1.9033 0.003
C 0.5770 -2.5134 1.5273 0.003
C 2.5313 -1.0292 2.0548 0.000
C 0.3309 -0.6752 3.2079 0.001
H 2.6880 0.6074 -0.1621 0.000
H 1.5244 0.7912 -1.4925 0.000
H 2.0686 -0.8291 -1.0319 0.000
H 3.7063 3.3264 2.6317 0.000
H 3.8118 5.6639 3.4516 0.000
H 1.8021 7.1031 3.3930 0.000
H -0.3448 6.2246 2.5208 0.000
H -2.8567 4.2998 0.1626 0.000
H -3.8572 3.2294 -0.8509 0.000
H -2.1553 3.5167 -1.2555 0.000
H -5.2648 2.7972 0.9417 0.000
H -5.6784 1.5898 2.1543 0.000
H -5.0270 1.0778 0.5983 0.001
H -3.5886 4.0900 2.3193 0.000
H -2.5106 3.2158 3.4074 0.000
H -4.2585 3.1156 3.6293 0.000
H -3.2769 -0.2304 2.2080 0.004
H -4.0369 0.5657 3.5929 0.000
H -2.3053 0.7478 3.3201 0.000
H 0.9224 -2.7891 0.5269 0.000
H -0.5144 -2.6069 1.5543 0.001
H 0.9922 -3.2227 2.2467 0.000
H 3.0422 -1.4206 1.1740 0.000
H 2.8157 -1.6531 2.9059 0.000
H 2.8791 -0.0139 2.2452 0.000
H -0.7545 -0.7717 3.1380 0.000
H 0.5815 0.3444 3.5054 0.000
H 0.6661 -1.3438 4.0036 0.000
C 7.0136 -1.1772 -1.3426 0.000
C 5.6387 -1.7582 -1.5415 0.000
C 4.8138 -1.3356 -2.5734 0.000
C 3.5418 -1.8668 -2.7665 0.000
C 2.7164 -1.3581 -3.9147 0.000
C 3.0525 -2.8520 -1.8884 0.000
Se 1.2669 -3.5143 -2.0891 0.001
C 3.8982 -3.3259 -0.8685 0.000
C 3.5090 -4.4471 0.0605 0.000
C 5.1617 -2.7630 -0.7117 0.000
H 7.2509 -0.4515 -2.1202 0.000
H 7.7766 -1.9568 -1.3670 0.000
H 7.0951 -0.6737 -0.3770 0.000
H 5.1726 -0.5737 -3.2588 0.000
H 3.2869 -0.6484 -4.5150 0.000
H 1.8062 -0.8618 -3.5609 0.000
H 2.3852 -2.1818 -4.5487 0.000
H 2.7005 -5.0449 -0.3527 0.000
H 3.1781 -4.0601 1.0280 0.000
H 4.3672 -5.0933 0.2496 0.000
H 5.8035 -3.1443 0.0782 0.000
```

Results
E = -5591.639338 hartree
LUMO energy (alpha / beta) = -3.60 / -3.60 eV
Net charge = +1
⟨S²⟩ = 3.762
2S+1 = 4

=====

Entry 3:
C33H54OPRhSe2Si4Te | ωB97M-V with the def2-TZVPD basis set

The geometry in XYZ format:
```
97
Properties=species:S:1:pos:R:3:lowdin_spin:R:1
Rh 1.2776 -0.2410 -0.0859 2.124
Se 3.2045 -1.8185 -0.8424 0.208
P 3.2490 -1.5864 1.3278 0.023
Se 1.3102 -1.5335 2.2875 0.192
C 4.3039 -2.9198 2.0104 0.007
C 3.8105 -3.8569 2.9053 0.005
C 4.6498 -4.8466 3.3987 0.001
C 5.9740 -4.9010 2.9948 0.001
C 6.4676 -3.9638 2.0957 0.000
C 5.6351 -2.9741 1.6030 0.003
C 4.2390 -0.1242 1.7982 0.002
C 5.1683 0.4187 0.9204 0.001
C 5.9581 1.4819 1.3296 0.000
C 5.8332 1.9899 2.6136 0.001
C 4.9224 1.4297 3.4981 0.000
C 4.1199 0.3770 3.0901 0.002
H 2.7747 -3.8052 3.2181 0.004
H 4.2664 -5.5750 4.1014 0.000
H 6.6251 -5.6772 3.3756 0.000
H 7.5022 -4.0009 1.7802 0.000
H 6.0150 -2.2402 0.9037 0.002
H 5.2662 0.0155 -0.0794 0.002
H 6.6710 1.9157 0.6402 0.000
H 6.4428 2.8286 2.9245 0.000
H 4.8321 1.8163 4.5049 0.000
H 3.3912 -0.0525 3.7666 0.002
C -3.4008 -2.5691 -4.1567 0.004
Si -3.9158 -1.0333 -3.1815 0.029
C -3.1374 0.5015 -3.9682 0.004
C -5.7997 -0.8688 -3.3036 0.007
Si -3.2482 -1.1683 -0.9119 0.102
Te -0.7345 -1.6045 -0.9984 0.804
Si -4.0181 -3.1817 0.1071 0.026
C -3.3235 -4.7197 -0.7440 0.003
C -5.9074 -3.3199 0.0403 0.007
C -3.4603 -3.2012 1.9157 0.004
Si -4.1279 0.6889 0.2701 0.002
C -3.6423 0.6830 2.1071 0.000
C -6.0197 0.5334 0.2374 0.000
C -3.7309 2.3613 -0.5441 0.000
H -3.6047 -2.4470 -5.2222 0.000
H -3.9406 -3.4549 -3.8162 0.000
H -2.3333 -2.7673 -4.0396 0.004
H -3.3706 0.5736 -5.0324 0.000
H -2.0498 0.4792 -3.8663 0.003
H -3.4966 1.4132 -3.4866 0.000
H -6.1331 -1.0033 -4.3347 0.001
H -6.1356 0.1167 -2.9768 0.000
H -6.3129 -1.6129 -2.6912 0.000
H -3.6552 -4.7940 -1.7814 0.000
H -3.6444 -5.6269 -0.2282 0.000
H -2.2317 -4.7044 -0.7469 0.003
H -6.2762 -3.2953 -0.9870 0.000
H -6.4026 -2.5173 0.5873 0.000
H -6.2331 -4.2643 0.4818 0.001
H -2.3828 -3.0302 1.9869 0.004
H -3.6719 -4.1622 2.3889 0.000
H -3.9569 -2.4251 2.5018 0.000
H -4.4595 0.2809 2.7097 0.000
H -3.4252 1.6857 2.4763 0.000
H -2.7641 0.0613 2.2919 0.000
H -6.3507 -0.3722 0.7473 0.000
H -6.4181 0.5029 -0.7774 0.000
H -6.4731 1.3857 0.7483 0.000
H -2.8265 2.3193 -1.1538 0.000
H -3.5920 3.1456 0.2017 0.000
H -4.5547 2.6654 -1.1931 0.000
C 1.7814 2.8562 2.6682 0.001
C 0.6294 3.2980 1.7634 0.004
C -0.4632 2.2293 1.7036 0.018
C 1.0758 3.7196 0.3764 0.030
C 0.7669 5.0064 -0.0369 -0.004
C 1.0821 5.4593 -1.3065 0.036
C 1.6837 4.5899 -2.2002 -0.004
C 2.0048 3.2884 -1.8478 0.031
C 2.5721 2.3767 -2.9194 0.005
C 3.9435 1.7987 -2.5613 0.002
C 1.5784 1.2593 -3.2627 0.017
C 1.7387 2.8345 -0.5245 0.010
O 2.1502 1.6360 -0.1434 0.239
H 1.3979 2.5933 3.6577 0.000
H 2.5062 3.6644 2.7828 0.000
H 2.2966 1.9931 2.2550 -0.001
H 0.1726 4.1787 2.2266 0.000
H -0.0532 1.2656 1.3926 0.011
H -1.2448 2.5117 0.9992 0.000
H -0.9021 2.0835 2.6905 0.001
H 0.2569 5.6681 0.6549 -0.001
H 0.8410 6.4715 -1.6053 0.002
H 1.9012 4.9206 -3.2099 -0.001
H 2.6942 2.9863 -3.8199 0.000
H 3.8782 1.2153 -1.6470 0.000
H 4.6723 2.5979 -2.4118 0.000
H 4.2975 1.1526 -3.3684 0.000
H 1.4194 0.6040 -2.4051 0.012
H 1.9596 0.6485 -4.0838 0.000
H 0.6154 1.6822 -3.5550 0.000
```

Results
E = -8045.966273 hartree
LUMO energy (alpha / beta) = 0.34 / -2.45 eV
Net charge = 0
⟨S²⟩ = 6.021
2S+1 = 5

=====

Q: Which of these has the highest net charge?
A: C33H54N5P2SeV